1.
Computed, not measured: a structure of composition C25H49AsBr3CoF6O18 in a non-equilibrium geometry, with ωB97M-V with the def2-TZVPD basis set.

Structure (XYZ):
```
103
Properties=species:S:1:pos:R:3
Co 1.94 -3.18 0.23
As -0.02 -0.16 -0.83
F 1.24 0.12 -1.98
F 0.96 0.56 0.46
F -1.32 -0.45 0.28
F -0.91 -1.00 -2.11
F 0.67 -1.76 -0.39
F -0.82 1.32 -1.30
C 0.12 -3.70 -4.45
C 1.52 -4.21 -4.16
O 2.43 -3.09 -4.15
C 2.79 -2.58 -2.98
O 2.34 -2.98 -1.91
O 3.56 -1.57 -3.19
C 4.14 -0.81 -2.12
H 0.13 -3.00 -5.29
H -0.39 -3.23 -3.61
H -0.56 -4.50 -4.77
H 1.94 -4.74 -5.02
H 1.47 -4.94 -3.35
H 4.71 0.03 -2.51
H 4.76 -1.42 -1.47
H 3.32 -0.42 -1.51
C -3.85 -3.08 -0.09
C -3.41 -4.16 0.90
O -1.99 -4.31 0.88
C -1.16 -3.59 1.57
O 0.02 -3.51 1.31
O -1.76 -2.89 2.50
C -1.08 -1.85 3.20
H -3.22 -2.19 -0.03
H -4.85 -2.79 0.23
H -3.81 -3.46 -1.11
H -3.87 -5.07 0.52
H -3.87 -4.00 1.87
H -1.01 -1.00 2.51
H -0.08 -2.04 3.56
H -1.69 -1.55 4.05
C 2.61 3.18 -2.07
C 3.92 3.15 -1.29
O 4.10 4.44 -0.71
C 5.02 4.54 0.24
O 5.53 3.62 0.82
O 5.27 5.82 0.45
C 6.30 6.17 1.37
H 2.67 3.69 -3.03
H 1.81 3.57 -1.44
H 2.35 2.14 -2.27
H 4.77 2.88 -1.92
H 3.91 2.42 -0.47
H 7.26 6.25 0.85
H 6.45 5.38 2.11
H 5.98 7.12 1.78
C 6.36 1.09 0.22
C 5.20 1.01 1.19
O 4.38 -0.14 0.86
C 3.35 -0.56 1.55
O 2.77 -1.60 1.32
O 3.18 0.23 2.59
C 2.36 -0.17 3.70
H 6.90 0.15 0.22
H 7.06 1.84 0.58
H 5.96 1.32 -0.77
H 4.56 1.88 1.05
H 5.46 1.01 2.25
H 2.87 -1.00 4.19
H 1.32 -0.29 3.40
H 2.45 0.57 4.49
C -9.06 -0.81 -2.56
C -8.49 0.45 -3.21
O -7.09 0.37 -3.43
C -6.24 0.53 -2.42
O -6.51 0.40 -1.25
O -5.04 0.71 -2.92
C -3.92 0.36 -2.12
H -8.47 -1.33 -1.81
H -9.53 -1.50 -3.26
H -9.93 -0.48 -1.98
H -8.72 1.25 -2.50
H -8.98 0.76 -4.13
H -4.13 0.60 -1.08
H -3.04 0.83 -2.56
H -3.71 -0.71 -2.17
C -1.97 -0.01 7.64
C -1.30 0.79 6.58
O -2.12 0.99 5.43
C -1.52 1.40 4.31
O -0.32 1.42 4.14
O -2.42 1.71 3.41
C -1.98 2.22 2.16
H -1.87 -1.08 7.45
H -3.02 0.19 7.81
H -1.49 0.21 8.59
H -0.40 0.24 6.29
H -1.02 1.76 6.99
H -1.43 1.54 1.52
H -1.33 3.10 2.19
H -2.90 2.47 1.64
C -0.52 0.55 -5.02
Br -1.87 -0.03 -6.27
Br -0.83 2.36 -4.39
Br 1.26 0.37 -5.91
H -0.60 -0.15 -4.20
```

Orbital gap (alpha / beta) ... 7.2 / 6.4 eV
Charge ... +1
Strongest force on any atom ... 0.071 Eh/bohr
LUMO (alpha / beta) ... -4.48 / -5.19 eV
Multiplicity ... 4
E_HOMO (alpha / beta) ... -11.637 / -11.637 eV
Energy ... -388469.3280 eV
Expectation value of S² ... 3.754


2.
Computed, not measured: a cluster of 11 separate species, C25H49Br20FN2O4S in total in a non-equilibrium geometry, with ωB97M-V with the def2-TZVPD basis set.

Structure (XYZ):
```
102
Properties=species:S:1:pos:R:3
N -1.50 -0.14 1.58
C -2.17 -1.12 1.13
C -2.58 -2.19 2.10
N -3.14 -3.45 1.55
C -2.13 -4.47 1.20
C -1.39 -4.22 -0.12
O -0.09 -4.86 -0.11
C 0.49 -4.75 -1.34
O 0.76 -3.71 -1.87
S -4.42 -3.29 0.56
O -5.03 -2.03 0.81
O -5.19 -4.49 0.61
F -3.83 -3.23 -0.89
H -1.23 0.50 0.82
H -2.43 -1.18 0.07
H -1.71 -2.46 2.68
H -3.34 -1.76 2.76
H -1.43 -4.48 2.03
H -2.60 -5.45 1.15
H -1.97 -4.70 -0.91
H -1.28 -3.18 -0.39
H 0.71 -5.71 -1.81
Br 1.07 5.01 1.95
C -0.70 4.95 1.14
C -1.24 3.55 1.20
Br -0.36 2.44 -0.13
H -0.60 5.32 0.12
H -1.31 5.64 1.71
H -2.30 3.51 0.96
H -1.07 3.08 2.16
Br 5.86 3.01 -2.31
C 4.07 2.31 -2.61
C 3.16 2.54 -1.44
Br 3.52 1.31 0.03
H 4.19 1.26 -2.85
H 3.70 2.85 -3.48
H 2.13 2.35 -1.73
H 3.24 3.54 -1.03
Br 1.20 2.39 -6.00
C 1.85 0.65 -5.45
C 0.76 -0.23 -4.90
Br 0.23 0.30 -3.10
H 2.64 0.83 -4.72
H 2.28 0.20 -6.34
H 1.11 -1.25 -4.81
H -0.14 -0.21 -5.50
Br 7.69 2.13 2.80
C 7.12 3.18 1.27
C 6.55 4.51 1.68
Br 4.76 4.32 2.41
H 6.40 2.58 0.72
H 8.01 3.32 0.66
H 6.45 5.17 0.82
H 7.15 5.01 2.44
Br 1.88 -8.79 4.02
C 2.22 -7.38 2.72
C 2.13 -6.01 3.33
Br 0.28 -5.47 3.61
H 1.51 -7.53 1.91
H 3.23 -7.56 2.36
H 2.54 -5.27 2.65
H 2.62 -5.95 4.29
Br 0.95 -2.56 1.57
C 1.53 -0.98 2.55
C 1.90 -1.30 3.97
Br 0.32 -1.59 5.08
H 0.71 -0.27 2.49
H 2.39 -0.60 2.00
H 2.42 -0.46 4.42
H 2.51 -2.20 4.05
Br -1.76 8.21 -0.78
C -3.27 7.59 -1.83
C -3.71 6.21 -1.41
Br -2.50 4.83 -2.06
H -2.96 7.62 -2.87
H -4.07 8.31 -1.66
H -4.68 5.97 -1.85
H -3.76 6.10 -0.33
Br 5.01 -4.90 0.89
C 5.79 -3.49 1.97
C 6.26 -4.00 3.31
Br 4.76 -4.30 4.52
H 5.04 -2.71 2.06
H 6.63 -3.11 1.40
H 6.89 -3.26 3.80
H 6.79 -4.94 3.23
Br -4.12 6.10 -7.01
C -3.23 4.45 -6.49
C -1.96 4.72 -5.73
Br -0.52 5.29 -6.90
H -3.06 3.89 -7.40
H -3.94 3.92 -5.86
H -1.60 3.81 -5.26
H -2.08 5.49 -4.99
Br -9.05 0.47 0.85
C -8.28 -1.26 1.30
C -9.33 -2.23 1.79
Br -9.89 -1.84 3.61
H -7.51 -1.08 2.04
H -7.82 -1.63 0.39
H -8.92 -3.24 1.82
H -10.22 -2.22 1.18
```

Orbital gap ... 9.8 eV
Structure (SMILES) ... [H]/N=C/CN(CCOC=O)S(=O)(=O)F.BrCCBr.BrCCBr.BrCCBr.BrCCBr.BrCCBr.BrCCBr.BrCCBr.BrCCBr.BrCCBr.BrCCBr
Strongest force on any atom ... 0.040 Eh/bohr
LUMO ... 0.08 eV
E_HOMO ... -9.681 eV
Energy ... -1452293.0151 eV


3.
Computed, not measured: a cluster of 6 separate species, C25H49ClNO20S5 in total, with ωB97M-V with the def2-TZVPD basis set.

Structure (XYZ):
```
101
Properties=species:S:1:pos:R:3
C 5.50 0.89 -2.28
C 4.17 0.89 -2.98
O 4.04 0.61 -4.12
O 3.01 1.18 -2.23
C 3.03 2.35 -1.53
O 3.47 2.41 -0.42
C 2.47 3.57 -2.22
O 1.23 3.34 -2.89
C 0.16 3.17 -2.08
O -0.50 4.06 -1.68
C -0.21 1.74 -1.79
C -0.93 1.43 -0.65
C -1.26 0.11 -0.43
N -0.88 -0.84 -1.29
C -0.19 -0.56 -2.41
Cl 0.25 -1.82 -3.44
C 0.16 0.75 -2.68
H 5.39 0.87 -1.20
H 6.01 0.00 -2.60
H 6.04 1.77 -2.60
H 2.39 4.38 -1.52
H 3.18 3.87 -2.99
H -1.24 2.20 0.04
H -1.82 -0.19 0.44
H -1.13 -1.81 -1.10
H 0.73 0.99 -3.56
O -4.51 -3.20 -0.74
S -4.93 -1.85 -0.52
O -4.13 -0.97 0.28
O -6.42 -1.83 -0.01
C -6.76 -2.66 1.13
C -6.33 -2.05 2.45
C -5.23 -1.07 -2.07
H -6.34 -3.66 0.99
H -7.84 -2.76 1.09
H -5.24 -2.04 2.54
H -6.72 -2.63 3.28
H -6.68 -1.03 2.54
H -5.88 -1.71 -2.66
H -4.27 -0.94 -2.57
H -5.70 -0.10 -1.90
O -8.14 -3.88 6.17
S -8.61 -2.54 5.94
O -7.74 -1.57 5.36
O -9.22 -1.96 7.28
C -8.42 -2.04 8.48
C -7.35 -0.96 8.53
C -10.10 -2.59 5.02
H -7.98 -3.03 8.57
H -9.12 -1.91 9.30
H -6.59 -1.12 7.77
H -6.87 -0.96 9.51
H -7.80 0.02 8.35
H -10.78 -3.29 5.49
H -9.85 -2.93 4.01
H -10.53 -1.59 4.99
O 7.74 6.39 0.55
S 6.99 6.53 1.76
O 7.45 5.92 2.96
O 5.49 6.05 1.47
C 5.33 4.76 0.86
C 5.49 3.63 1.86
C 6.64 8.22 2.06
H 6.02 4.65 0.02
H 4.32 4.75 0.45
H 6.52 3.57 2.22
H 5.22 2.68 1.41
H 4.86 3.80 2.73
H 6.24 8.67 1.15
H 7.58 8.70 2.33
H 5.93 8.30 2.87
O 5.65 -1.46 -7.72
S 4.63 -1.88 -8.62
O 4.28 -1.07 -9.74
O 3.31 -2.19 -7.78
C 2.85 -1.17 -6.88
C 2.11 -0.06 -7.60
C 4.94 -3.53 -9.16
H 3.70 -0.77 -6.31
H 2.19 -1.67 -6.17
H 2.77 0.51 -8.24
H 1.66 0.62 -6.87
H 1.32 -0.48 -8.23
H 5.15 -4.15 -8.30
H 5.81 -3.48 -9.82
H 4.08 -3.89 -9.71
O 0.43 -1.42 1.45
S 1.66 -2.18 1.44
O 1.67 -3.48 0.87
O 2.23 -2.22 2.91
C 1.35 -2.65 3.98
C 1.20 -4.16 4.03
C 2.95 -1.22 0.73
H 0.39 -2.15 3.89
H 1.82 -2.29 4.89
H 0.65 -4.53 3.16
H 0.65 -4.45 4.92
H 2.18 -4.64 4.03
H 2.96 -0.23 1.19
H 2.73 -1.13 -0.33
H 3.89 -1.74 0.88
```

Orbital gap ... 7.7 eV
Charge ... +1
Strongest force on any atom ... 0.019 Eh/bohr
LUMO ... -4.68 eV
E_HOMO ... -12.369 eV
Energy ... -135850.0783 eV


4.
Computed, not measured: a structure of composition C25H49LuNO2SSi2 in a non-equilibrium geometry, with ωB97M-V with the def2-TZVPD basis set.

Structure (XYZ):
```
81
Properties=species:S:1:pos:R:3
O 1.46 1.29 -0.26
O 0.73 0.11 -3.85
C 0.90 2.62 -0.75
C 1.57 3.75 -0.01
H -0.17 2.53 -0.53
H 1.02 2.64 -1.83
H 1.40 3.70 1.07
H 1.17 4.68 -0.41
H 2.65 3.72 -0.21
C 2.61 0.73 -0.99
C 2.94 1.45 -2.29
H 2.36 -0.31 -1.21
H 3.46 0.75 -0.29
H 2.16 1.28 -3.05
H 3.88 1.03 -2.69
H 3.06 2.54 -2.12
C 0.72 -1.32 -3.91
C -0.35 0.57 -4.68
C 2.03 -1.86 -4.46
H -0.08 -1.60 -4.60
H 0.45 -1.77 -2.94
H 2.12 -1.54 -5.53
H 2.01 -2.96 -4.40
H 2.91 -1.46 -3.92
C 0.04 0.64 -6.15
H -0.75 1.54 -4.35
H -1.19 -0.16 -4.58
H 1.03 1.07 -6.32
H -0.72 1.24 -6.66
H 0.04 -0.38 -6.60
H -2.06 -1.39 -2.30
Lu 0.46 0.39 1.36
C -1.98 -0.72 -1.41
Si -3.73 -0.27 -0.81
H -1.33 0.11 -1.75
H -1.49 -1.36 -0.64
C -4.06 1.45 -1.51
C -4.01 -0.40 1.06
C -4.45 -1.73 -1.79
C 2.17 0.89 2.66
Si 2.81 -0.83 2.45
H 1.77 1.12 3.67
H 2.83 1.71 2.33
C 4.60 -0.81 1.94
C 1.90 -1.88 1.18
C 2.61 -1.64 4.10
H -3.71 -2.08 -2.52
H -5.35 -1.50 -2.38
H -4.64 -2.59 -1.15
H -3.71 2.26 -0.86
H -5.12 1.64 -1.71
H -3.53 1.57 -2.47
H -3.44 0.35 1.64
H -3.67 -1.37 1.43
H -5.07 -0.29 1.36
H 2.69 -2.29 0.54
H 1.13 -1.50 0.48
H 1.43 -2.73 1.69
H 3.26 -2.51 4.18
H 1.58 -1.95 4.30
H 2.89 -0.92 4.88
H 5.11 -1.72 2.27
H 5.11 0.05 2.38
H 4.73 -0.74 0.85
S -2.27 1.99 4.75
C -2.27 3.32 3.67
C -1.68 2.99 2.44
C -1.19 1.66 2.40
C -1.48 0.98 3.57
C -1.24 -0.45 3.79
C -1.45 -1.10 5.02
C -1.36 -2.49 5.08
C -1.16 -3.20 3.89
C -0.91 -2.51 2.71
N -0.83 -1.15 2.67
H -2.69 4.27 3.97
H -1.61 3.68 1.61
H -1.68 -0.49 5.89
H -1.46 -3.00 6.02
H -1.17 -4.29 3.86
H -0.73 -3.03 1.75
```

Orbital gap ... 7.8 eV
Charge ... +1
Strongest force on any atom ... 0.049 Eh/bohr
LUMO ... -2.91 eV
E_HOMO ... -10.673 eV
Relative energy (zero: lowest compared OMol25 entry of this formula, charge and spin) ... 0.778 eV
Energy ... -92510.6818 eV


5.
Computed, not measured: a cluster of 2 separate species, C25H49N3O5 in total in a non-equilibrium geometry, with ωB97M-V with the def2-TZVPD basis set.

Structure (XYZ):
```
82
Properties=species:S:1:pos:R:3
C -2.34 0.44 2.24
C -2.06 2.05 1.99
N -1.92 2.24 0.49
C -0.48 2.23 0.03
C -0.20 0.77 -0.67
N 0.38 0.84 -2.07
C 1.65 1.63 -2.32
C 2.77 1.55 -1.12
C 3.18 0.03 -0.65
C 4.41 -0.64 -1.50
C 4.09 -2.22 -1.96
C 5.00 -3.32 -1.12
C 4.72 -3.34 0.49
C 3.81 -4.63 1.00
C 3.78 -4.68 2.67
C 5.28 -5.16 3.16
O 5.92 -3.99 3.80
C 6.13 -4.20 5.24
C -0.62 1.63 -2.94
C -1.86 0.66 -3.40
N -3.24 0.85 -2.79
C -1.12 -0.81 -3.31
C -1.91 -1.94 -2.37
O -1.21 -2.70 -1.50
O -3.37 -2.20 -2.46
C 0.45 -0.51 -2.81
C -2.67 3.49 0.10
C -4.26 3.29 -0.34
O -2.18 4.74 0.11
H -1.38 -0.21 1.99
H -3.20 0.07 1.52
H -2.65 0.19 3.34
H -3.05 2.64 2.31
H -1.19 2.49 2.63
H 0.23 2.30 0.98
H -0.21 3.16 -0.64
H 0.46 0.15 0.10
H -1.25 0.21 -0.71
H 1.36 2.78 -2.44
H 2.18 1.35 -3.36
H 2.49 2.22 -0.17
H 3.76 2.04 -1.56
H 3.56 0.12 0.47
H 2.30 -0.74 -0.64
H 5.35 -0.73 -0.78
H 4.76 0.02 -2.43
H 4.23 -2.38 -3.13
H 2.96 -2.52 -1.73
H 4.72 -4.40 -1.54
H 6.16 -3.17 -1.36
H 4.10 -2.37 0.79
H 5.75 -3.35 1.06
H 2.70 -4.59 0.55
H 4.25 -5.67 0.68
H 3.00 -5.44 3.09
H 3.50 -3.60 3.03
H 5.91 -5.39 2.18
H 5.26 -6.13 3.83
H 6.33 -5.31 5.55
H 7.10 -3.59 5.54
H 5.23 -3.75 5.86
H 0.00 1.71 -3.95
H -0.81 2.75 -2.69
H -2.02 0.77 -4.56
H -3.26 0.57 -1.77
H -3.93 0.24 -3.33
H -0.99 -1.41 -4.32
H 0.97 -0.39 -3.88
H 1.04 -1.39 -2.30
H -4.65 2.20 -0.06
H -4.90 4.06 0.30
H -4.44 3.41 -1.49
C -8.49 4.61 2.79
C -7.78 4.45 1.48
O -6.55 4.37 1.42
C -8.62 4.40 0.23
H -7.76 4.63 3.60
H -9.05 5.55 2.80
H -9.17 3.77 2.95
H -9.18 5.33 0.12
H -9.30 3.55 0.27
H -7.97 4.29 -0.64
```

Orbital gap ... 7.3 eV
Structure (SMILES) ... CCN(CC[N@+]1(CCCCCCCCCCOC)C[C@H](N)[C@H](C(=O)[O-])C1)C(C)=O.CC(C)=O
Strongest force on any atom ... 0.155 Eh/bohr
LUMO ... 0.16 eV
E_HOMO ... -7.126 eV
Energy ... -41413.3651 eV